(1)
90
Properties=species:S:1:pos:R:3:forces:R:3:lowdin_charge:R:1 method="wB97M-V/def2-TZVPD" relative_energy_kj_mol=0.00 spin_multiplicity=1 total_energy_ha=-5120.159281 lumo_ev=-0.138 orbital_gap_ev=6.171 e_homo_ev=-6.3
Zr -0.85627 -0.43679 0.24487 -0.3 -0.2 0.8 1.583
Ge 0.31602 -0.03678 2.83981 0.0 -0.7 0.4 0.850
S -3.39988 3.39018 -0.57963 0.1 0.1 0.0 0.563
S -1.55016 2.41752 1.54363 -0.1 0.0 0.4 0.744
P 1.54294 0.28969 -1.90623 -0.5 0.1 0.3 0.549
O 1.16218 -0.36591 -0.58163 -0.4 0.0 -0.1 -0.407
O -2.47603 -1.43854 -0.59528 0.2 0.3 -0.1 -0.223
O -4.63875 0.64361 -3.58602 0.1 0.0 0.1 0.058
N 1.12380 -0.75309 -3.10688 0.2 0.2 0.0 -0.292
N -2.05028 1.06035 -0.59848 -0.2 -0.3 0.1 -0.312
N 0.74397 1.70098 -2.08440 0.3 0.0 -0.3 -0.294
N 3.14761 0.60550 -1.87522 -0.1 -0.1 -0.1 -0.283
N -2.87933 0.58287 -1.62753 -0.1 0.1 0.0 0.041
C 4.16238 1.58984 1.99650 0.0 0.0 0.0 -0.089
C 4.06502 -0.40940 -1.36936 0.0 0.0 0.0 -0.077
C -0.35647 -3.95375 0.80715 0.0 0.0 0.0 -0.082
C 0.15544 -0.26296 4.77676 -0.2 0.2 0.0 -0.284
C -0.77982 5.92617 -0.29101 0.1 0.0 0.0 -0.102
C 3.77104 1.62008 -2.70619 0.0 0.1 0.0 -0.100
C -2.36315 2.24426 -0.00201 0.1 -0.1 -0.2 -1.243
C -4.83838 -3.48332 -3.31385 0.0 0.0 0.0 -0.099
C -2.20710 -3.38185 2.22335 0.0 0.0 0.0 -0.056
C -3.92482 -1.39690 -2.49248 0.0 0.2 -0.1 -0.090
C 0.83616 -1.25958 5.47004 0.1 -0.1 0.0 -0.107
C -4.68183 -0.68785 -3.44640 0.1 0.0 -0.1 -0.269
C 2.79741 1.43510 2.19522 -0.1 0.2 -0.1 -0.116
C -1.63325 -4.22249 1.28408 0.1 0.0 -0.1 -0.073
C -5.51806 -1.39755 -4.31252 0.0 0.0 0.0 -0.016
C -3.05094 -0.70015 -1.53292 -0.1 -0.2 0.0 -0.436
C -4.01750 -2.78898 -2.44863 0.0 0.0 0.0 -0.037
C -0.22825 -1.94657 2.19979 0.0 0.1 -0.2 -0.341
C -0.69638 0.57857 5.48516 -0.1 0.0 0.0 -0.105
C 5.00172 0.48701 2.05991 0.0 0.0 0.0 -0.108
C 0.99112 2.78878 -1.13992 0.0 -0.1 0.1 -0.091
C 0.33106 -2.83162 1.25643 0.3 0.2 0.2 -0.167
C -0.10840 2.07470 -3.20770 -0.1 -0.1 0.1 -0.068
C 3.09895 -0.91354 2.50542 0.0 0.0 0.1 -0.122
C 4.46600 -0.76737 2.31438 0.0 0.0 0.0 -0.094
C -0.85735 0.43906 6.85833 0.0 0.0 0.0 -0.086
C -0.04696 5.69362 0.78489 0.0 0.0 0.0 -0.099
C -1.51813 -2.25947 2.66332 0.1 0.0 0.1 -0.120
C -0.17172 -0.55694 7.53559 0.0 0.0 0.0 -0.093
C -1.20498 0.71816 1.95606 0.9 0.3 -1.1 -0.790
C 0.67441 -1.40936 6.83782 0.0 0.0 0.1 -0.091
C 0.04381 -1.72412 -3.01262 0.0 -0.1 0.0 -0.073
C 1.60326 -0.53814 -4.46542 0.1 0.0 0.0 -0.089
C 2.24148 0.18612 2.45429 -0.1 0.0 0.0 -0.278
C -5.59136 -2.77314 -4.24584 0.0 0.0 0.0 -0.089
H 2.01612 -1.46671 -4.86656 0.0 0.0 0.0 0.091
H -6.24678 -3.30019 -4.92805 0.0 0.0 0.0 0.102
H 1.33117 -2.63905 0.87819 0.0 0.0 -0.1 0.092
H -0.43338 5.86249 1.78107 0.0 0.0 0.0 0.048
H -2.17682 -5.08435 0.91940 0.0 0.0 0.0 0.110
H -0.29829 -0.67428 8.60437 0.0 0.0 0.0 0.100
H -0.39095 5.73958 -1.28523 0.0 0.0 0.0 0.044
H 4.50116 2.17816 -2.11632 0.0 0.0 0.0 0.092
H -1.79316 6.29584 -0.22336 0.0 0.0 0.0 0.041
H 0.03830 3.23293 -0.85312 0.0 0.0 0.0 0.046
H 0.79708 -0.20747 -5.12652 0.0 0.0 0.0 0.088
H 6.06935 0.60424 1.92006 0.0 0.0 0.0 0.102
H -1.52353 1.10450 7.39238 0.0 0.0 0.0 0.102
H 1.46924 2.40362 -0.23786 0.0 0.0 0.0 0.072
H 3.02335 2.31897 -3.07817 0.0 0.0 0.0 0.074
H 0.96297 5.30670 0.70923 0.0 0.0 0.0 0.039
H 3.55059 -1.05206 -0.65881 0.0 0.0 0.0 0.072
H -1.25868 1.34132 4.95673 0.0 0.0 0.0 0.097
H 2.38762 0.21735 -4.48293 0.0 0.0 0.0 0.069
H 4.88050 0.08216 -0.83843 0.0 0.0 0.0 0.081
H -1.03959 2.49174 -2.81794 0.0 0.0 0.0 0.077
H 5.11398 -1.63360 2.37365 0.0 0.0 0.0 0.104
H -0.36798 1.20436 -3.80588 0.0 0.0 0.0 0.068
H 4.57172 2.57473 1.80853 0.0 0.0 0.0 0.103
H 1.63096 3.55900 -1.58437 0.0 0.0 0.0 0.090
H -4.00366 1.01439 -2.92197 -0.1 -0.1 0.0 0.066
H 0.34834 -2.63314 -3.53691 -0.1 0.0 0.0 0.096
H 1.50363 -1.93743 4.94793 0.0 0.0 0.0 0.095
H 2.16157 2.31481 2.15729 0.0 0.0 0.0 0.099
H 4.29105 1.17398 -3.56088 0.0 0.0 0.0 0.084
H 0.10888 -4.61397 0.08586 0.0 0.0 0.0 0.108
H -0.88515 -1.35322 -3.45887 0.0 0.0 0.0 0.094
H -3.20037 -3.58081 2.60344 0.0 0.0 0.0 0.114
H -0.14537 -2.01924 -1.97917 0.0 0.1 -0.1 0.055
H 0.38526 2.81762 -3.84218 0.0 0.0 0.0 0.090
H 2.70531 -1.90121 2.72065 0.0 0.0 0.0 0.090
H 1.20686 -2.19320 7.36167 0.0 0.0 0.0 0.100
H -6.09959 -0.83628 -5.03138 0.0 0.0 0.0 0.116
H -1.96477 -1.60397 3.40065 -0.1 0.0 -0.1 0.104
H -3.43351 -3.31101 -1.70175 0.0 0.0 0.0 0.105
H -4.90196 -4.56167 -3.26418 0.0 0.0 0.0 0.095
H 4.47834 -1.01166 -2.18490 0.0 0.0 0.0 0.089



(2)
86
Properties=species:S:1:pos:R:3:forces:R:3:lowdin_charge:R:1 method="wB97M-V/def2-TZVPD" relative_energy_kj_mol=0.00 spin_multiplicity=1 total_energy_ha=-4600.168878 charge=+1 lumo_ev=-2.420 orbital_gap_ev=6.235 e_homo_ev=-8.7
Ge 0.99377 1.43794 -1.77068 0.0 -0.2 0.0 0.837
Sc 0.99448 -1.00840 0.34951 -0.1 0.1 0.0 0.726
O -5.15127 2.16684 2.68549 0.0 0.0 0.0 -0.111
N 0.50134 -2.68794 1.97696 0.0 0.0 0.0 0.090
N 2.81923 -2.48599 0.19672 0.0 0.0 0.0 -0.127
N 2.26189 -0.66279 2.31336 0.0 0.0 0.0 -0.115
N 0.16083 -2.99271 -0.71433 0.0 0.0 0.0 -0.100
N -0.71852 0.01586 1.44950 0.0 0.1 -0.1 0.174
N -2.50412 1.34393 2.48997 0.0 0.1 -0.1 -0.055
C -3.23843 0.69666 -1.79219 0.0 0.0 0.0 -0.086
C 0.76936 -3.54269 4.17476 0.0 0.0 0.0 0.001
C 0.65418 2.26187 -4.56506 0.0 0.0 0.0 -0.122
C -2.89666 2.67603 1.99011 0.0 0.0 0.0 -0.083
C -0.93949 -0.61428 -2.58001 0.0 0.0 0.0 -0.146
C 3.66754 -2.47475 1.38841 0.0 0.0 0.0 -0.175
C -0.38708 -4.82325 2.51087 0.0 0.0 0.0 0.001
C -0.15252 -3.79122 1.61576 0.0 0.0 0.0 -0.249
C 3.64372 -1.08811 2.01080 0.0 0.0 0.0 -0.174
C -1.99320 1.27315 -1.57287 0.0 0.0 0.0 -0.106
C 1.68822 -1.26321 3.52156 0.0 0.0 0.0 -0.128
C 0.96358 -2.55654 3.22057 0.0 0.0 0.0 -0.250
C 1.03537 2.45175 -5.88617 0.0 0.0 0.0 -0.087
C -2.17967 -1.21127 -2.78574 0.0 0.0 0.0 -0.096
C -3.33519 -0.55859 -2.37861 0.0 0.0 0.0 -0.084
C -0.81581 0.62329 -1.94415 0.0 0.0 0.0 -0.284
C -1.57444 0.64625 1.91305 0.0 -0.1 0.2 -0.203
C 2.09080 0.23372 -0.77892 0.1 0.0 0.1 -0.400
C 0.35747 3.26081 0.41407 0.1 0.1 0.0 -0.145
C 0.61268 3.19349 -0.95637 0.0 0.0 0.1 -0.270
C 0.01803 4.45819 1.03019 0.1 0.0 0.0 -0.112
C -3.38035 0.76508 3.52030 0.0 0.0 0.0 -0.088
C 1.53794 1.71782 -3.63265 0.0 0.0 0.0 -0.280
C 2.31375 2.09660 -6.29518 0.0 0.0 0.0 -0.091
C -4.36348 2.62992 1.60328 0.0 0.0 0.0 -0.168
C -0.64353 -3.83135 0.18655 0.0 0.0 0.0 -0.116
C -0.06197 5.62370 0.27761 0.0 0.0 0.0 -0.090
C 2.46771 -3.81022 -0.31158 0.0 0.0 0.0 -0.178
C 3.20182 1.54607 -5.38257 0.0 0.0 0.0 -0.090
C 0.54644 4.37531 -1.69024 -0.1 0.0 0.0 -0.091
C -4.81832 0.84002 3.03505 0.0 0.0 0.0 -0.182
C 0.07854 -4.68816 3.80971 0.0 0.0 0.0 -0.024
C 0.21133 5.58027 -1.08128 0.0 0.0 0.0 -0.078
C 1.32651 -3.68251 -1.30810 0.0 0.0 0.0 -0.166
C 2.81226 1.35644 -4.06283 0.0 0.0 0.0 -0.110
H 2.61457 2.24484 -7.32436 0.0 0.0 0.0 0.102
H 3.22876 -1.91489 -0.54256 0.0 0.0 0.0 0.102
H -2.25390 2.94493 1.15296 0.0 0.0 0.0 0.105
H 0.46045 2.36099 1.01315 0.0 0.0 0.0 0.066
H -3.07433 -0.26174 3.71434 0.0 0.0 0.0 0.133
H 3.27365 -3.21604 2.08894 0.0 0.0 0.0 0.118
H 0.76282 4.36289 -2.75248 0.0 0.0 0.0 0.093
H 2.25190 0.34884 2.38384 0.0 0.0 0.0 0.120
H -0.68345 -4.86881 -0.16142 0.0 0.0 0.0 0.132
H 4.26853 -1.07423 2.91004 0.0 0.0 0.0 0.127
H 3.14292 0.49350 -0.95225 0.0 0.0 0.0 -0.068
H -4.95621 0.17460 2.17232 0.0 0.0 0.0 0.133
H -0.44081 -2.67868 -1.46851 0.0 0.0 0.0 0.077
H 0.33666 2.87455 -6.59711 0.0 0.0 0.0 0.102
H 2.16761 -4.43071 0.53677 0.0 0.0 0.0 0.118
H 0.17021 6.48820 -1.66968 0.0 0.0 0.0 0.105
H -3.26311 1.35279 4.43301 0.0 0.0 0.0 0.136
H -2.74254 3.39513 2.79701 0.0 0.0 0.0 0.138
H 1.04894 -4.67364 -1.68230 0.0 0.0 0.0 0.128
H -0.31549 6.56298 0.75228 0.0 0.0 0.0 0.102
H 4.70174 -2.76147 1.17222 0.0 0.0 0.0 0.134
H -4.14083 1.23963 -1.54061 0.0 0.0 0.0 0.095
H -1.92938 2.26765 -1.14237 0.0 0.0 0.0 0.092
H -0.04141 -1.08800 -2.97077 0.0 0.0 0.0 0.101
H -1.66785 -3.44859 0.16906 0.0 0.0 0.0 0.141
H -0.08238 -5.47941 4.53000 0.0 0.0 0.0 0.120
H -0.35284 2.53344 -4.26237 0.0 0.0 0.0 0.101
H 3.31191 -4.31614 -0.79142 0.0 0.0 0.0 0.134
H 1.16206 -3.42151 5.17538 0.0 0.0 0.0 0.124
H 0.96535 -0.56001 3.94182 0.0 0.0 0.0 0.131
H 4.19819 1.26442 -5.69963 0.0 0.0 0.0 0.101
H 2.44907 -1.43776 4.28954 0.0 0.0 0.0 0.131
H -0.16122 4.49224 2.09955 0.0 0.0 0.0 0.099
H -5.50045 0.53616 3.82721 0.0 0.0 0.0 0.135
H -4.30528 -1.00326 -2.55993 0.0 0.0 0.0 0.104
H -4.49980 1.97197 0.73795 0.0 0.0 -0.1 0.115
H 3.50895 0.91583 -3.35796 0.0 0.0 0.0 0.086
H 4.04116 -0.36303 1.30015 0.0 0.0 0.0 0.119
H -0.91077 -5.71516 2.19425 0.0 0.0 0.0 0.124
H -4.71931 3.62740 1.35244 0.0 0.0 0.0 0.139
H -2.25287 -2.15971 -3.30758 0.0 0.0 0.0 0.107
H 1.65404 -3.07719 -2.15556 0.0 0.0 0.0 0.127



(3)
93
Properties=species:S:1:pos:R:3:forces:R:3:mulliken_spin:R:1 method="wB97M-V/def2-TZVPD" relative_energy_kj_mol=854.89 spin_multiplicity=3 total_energy_ha=-12224.043068 charge=+1 lumo_ev="-4.243 / -4.070" orbital_gap_ev="4.299 / 4.454" e_homo_ev="-8.5 / -8.5"
W 1.14003 0.37384 0.24925 -3.3 3.9 4.1 0.471
Sb -0.88259 2.83682 -2.90284 -2.5 3.6 -4.3 0.011
Se -0.00716 2.40140 -5.12793 0.8 -0.8 0.2 -0.010
Se 0.09187 1.51952 -1.16476 -2.7 2.1 -2.3 0.159
Se -3.23982 2.34559 -3.09630 0.3 -0.5 0.8 -0.010
Se -0.57902 5.22168 -2.69986 0.4 -0.1 0.9 0.086
S -1.09464 -1.11612 -0.19465 -0.5 -1.5 -0.3 -0.011
O 2.77197 0.88227 -0.42049 4.1 2.1 -2.2 0.006
O -5.38051 0.67804 -1.62868 -0.4 -0.2 0.2 -0.001
O 1.55959 -1.24345 -0.26632 1.7 -5.9 -2.5 0.045
N -3.46495 -1.72473 0.77341 -0.4 0.2 -0.4 -0.005
N 2.16631 0.09959 -3.12158 1.2 1.7 0.1 -0.019
N 0.36012 -0.00652 1.97157 1.2 -2.3 3.8 -0.082
N 1.29445 2.27261 1.33077 2.8 3.2 -0.6 -0.011
N 3.45103 -2.06842 -2.39971 0.4 -0.1 0.1 0.144
N -3.43554 0.09686 -0.63055 -0.6 0.4 -0.4 0.002
C -5.49731 0.41852 0.72921 -0.5 0.2 0.4 -0.001
C 2.90814 2.10238 -1.05325 0.1 0.7 0.1 0.048
C 5.28422 -3.45396 3.33543 0.1 0.0 0.1 -0.003
C 2.96243 2.28988 -2.46939 0.4 0.7 1.3 -0.018
C 3.06940 4.53363 -0.77907 -0.3 -0.7 0.0 -0.001
C 4.71480 -2.58554 1.04812 -0.4 0.0 0.0 0.207
C 0.24689 2.82874 2.21553 -0.4 -0.1 0.3 -0.009
C 2.24452 3.19232 1.05158 -2.7 -1.8 0.7 0.019
C -1.01339 1.96013 2.21220 0.0 -0.1 -0.2 0.012
C 4.40168 -2.70504 2.38836 0.0 0.1 0.0 -0.057
C 4.20018 -2.12933 -1.25542 0.0 0.0 -0.2 0.491
C 2.63512 1.29577 -3.42820 -1.4 -2.0 -0.2 -0.006
C -0.70357 0.57448 2.77998 -0.9 0.5 -0.1 0.038
C -3.61508 -4.10001 1.37186 0.1 0.2 -0.2 0.000
C 3.79144 -2.08580 0.09093 -0.1 0.3 -0.1 -0.081
C -2.79073 -0.88326 -0.00231 0.4 0.0 0.4 -0.012
C 3.23010 -2.13558 2.85292 -0.4 0.5 -0.2 0.206
C 1.18993 -0.88039 2.57673 -1.8 0.9 0.4 0.237
C -5.45057 0.68523 3.12217 0.0 0.0 0.1 0.000
C -4.79138 0.65325 1.90959 0.0 0.1 -0.2 0.001
C -2.93242 -2.75899 1.62828 0.3 -0.5 0.4 -0.001
C 3.07291 6.09390 -2.72562 -0.2 0.3 -0.2 -0.001
C 1.07925 -2.03494 -3.24910 0.0 0.1 0.4 -0.013
C -6.88410 0.26528 0.78290 0.3 0.0 -0.1 0.000
C 2.86725 3.25413 -0.22675 1.0 -0.7 -1.1 0.017
C 2.24536 -2.85643 -2.65479 -0.5 -0.1 -0.1 0.050
C 3.04979 3.61138 -2.97153 -0.1 -0.5 0.5 0.008
C 2.56432 -1.54954 0.57888 1.1 -1.6 1.5 0.223
C 1.55741 -0.83072 -4.04813 -0.5 -0.4 -0.5 0.003
C 2.32776 -1.46454 1.98218 0.9 -1.5 -0.4 -0.194
C 3.12446 4.72660 -2.15090 0.1 -0.2 0.1 -0.002
C -4.84589 0.40115 -0.59600 0.4 -0.1 -0.1 0.000
C -7.54003 0.30126 1.99905 0.0 0.0 0.1 0.000
C -6.82528 0.49945 3.17138 0.1 -0.1 0.0 0.000
C -3.44949 -4.55735 -0.07114 -0.1 0.0 0.2 0.000
H -7.33024 0.50135 4.12561 -0.1 0.1 0.0 0.000
H -1.86240 -2.85191 1.42910 -0.2 0.1 0.1 0.003
H 3.41234 6.82674 -2.00132 0.1 0.2 0.0 0.000
H -4.89150 0.86880 4.02828 0.0 0.0 0.1 0.000
H 3.65335 6.17156 -3.63874 0.2 0.1 -0.1 0.000
H 0.71882 -0.32044 -4.55826 0.3 0.0 0.2 -0.002
H -3.17547 -4.83305 2.05150 -0.1 0.0 0.1 0.000
H 5.64019 -2.98973 0.66927 0.1 -0.1 0.0 -0.003
H -3.07904 -2.45424 2.67434 0.1 0.0 -0.1 -0.001
H 0.63533 2.92981 3.23809 -0.1 0.0 -0.1 0.000
H 2.27172 -1.11718 -4.82629 0.0 0.0 0.0 0.000
H -0.38128 0.67911 3.82641 0.1 -0.2 -0.3 -0.007
H -2.39623 -4.61364 -0.33821 0.1 0.0 -0.1 0.000
H 1.93107 -3.33276 -1.72312 0.1 0.0 -0.1 -0.002
H -1.60371 -0.06726 2.76491 0.4 0.1 -0.1 -0.010
H 5.27084 -2.18202 -1.41096 0.0 -0.1 0.0 0.020
H -3.89422 -5.53994 -0.20053 0.0 -0.1 -0.1 0.000
H -7.42011 0.12639 -0.14204 -0.1 0.0 -0.1 0.000
H 4.67814 -4.06784 3.99925 0.0 -0.1 0.0 -0.003
H 4.02748 -1.98215 -3.22684 0.0 0.0 0.2 -0.015
H 1.00328 -1.09657 3.62979 0.0 0.1 -0.2 0.017
H 2.25549 -0.23231 -2.15640 0.0 0.4 -0.7 0.056
H -0.01824 3.82968 1.84560 0.1 -0.3 0.1 -0.004
H 2.96699 -2.19192 3.89970 0.1 0.0 0.1 0.010
H 0.47885 -2.68094 -3.88758 0.0 0.0 0.0 -0.003
H -1.77682 2.44555 2.81987 0.0 0.0 0.0 0.001
H 2.02685 6.31313 -2.98176 0.2 0.0 0.1 0.000
H -3.03681 0.57748 -1.46452 0.3 -0.1 0.1 0.002
H -1.42638 1.87814 1.18455 0.2 0.0 0.6 -0.006
H 5.85388 -2.76732 3.95932 0.1 0.0 0.0 -0.003
H -4.67680 -4.00414 1.60515 -0.1 -0.1 0.1 0.000
H 3.00479 5.38813 -0.12346 0.1 0.2 0.1 0.002
H 5.98064 -4.09570 2.80310 0.1 0.0 0.0 -0.002
H 2.93747 3.75634 -4.03804 0.1 -0.1 -0.1 0.001
H 2.58981 1.57216 -4.47398 0.1 0.0 -0.1 0.001
H 2.28486 4.08272 1.67653 0.0 0.0 0.0 -0.001
H -3.94224 -3.86494 -0.74928 0.0 0.0 -0.2 0.000
H -8.61248 0.19437 2.03218 -0.1 -0.1 0.0 0.000
H 0.41197 -1.68050 -2.44663 0.2 -0.1 -0.3 0.012
H -4.47274 -1.61121 0.80238 0.2 -0.1 0.0 0.000
H -3.72748 0.83905 1.86830 0.1 0.0 0.0 -0.001
H 2.51074 -3.64780 -3.36229 0.0 0.0 0.1 -0.001